(1)
# C24H32N6O3

A molecular structure, C24H32N6O3 at a distorted geometry (ωB97M-V/def2-TZVPD, the OMol25 dataset).

Its energy relative to the best compared isomer or geometry (same formula, charge and spin) is 2049.6 kJ/mol. The calculation puts the HOMO-LUMO gap at 8.73 eV.

Last column: Mulliken charge in e.
Element x y z (Å)
C  -1.263  -3.715  2.787  -0.838
O  -1.562  -2.987  1.575  -0.276
C  -2.221  -1.693  1.880  -0.367
C  -2.661  -1.092  0.569  -1.640
N  -3.429  -0.014  0.670  0.551
C  -2.986  1.312  1.068  -0.106
O  -3.728  2.241  1.394  -0.694
C  -1.443  1.546  0.785  1.732
H  -0.982  0.654  1.194  -0.091
C  -0.858  2.702  1.656  -1.350
C  0.553  3.086  1.479  -0.634
H  0.869  3.897  1.831  0.723
H  1.145  1.858  1.814  0.092
C  0.987  2.995  0.006  -0.697
N  0.384  1.734  -0.813  0.150
C  1.004  0.552  -0.621  -0.095
N  0.407  -0.711  -0.852  -0.388
C  0.963  -1.758  -0.959  -0.577
N  2.403  -1.824  -1.112  -0.727
C  2.977  -0.765  -0.769  0.081
N  4.315  -0.680  -0.939  0.138
C  4.486  0.752  -0.493  0.243
N  3.509  1.483  -0.507  -0.440
C  2.416  0.529  -0.542  1.118
C  5.977  1.373  -0.772  -1.526
H  5.969  2.304  -0.413  0.459
C  6.759  0.418  0.651  -0.967
C  7.310  -0.649  0.365  -0.415
C  6.106  -1.916  0.396  -1.238
C  5.352  -1.780  -0.895  -0.903
H  4.745  -2.540  -1.178  0.687
H  5.921  -1.592  -1.970  0.236
H  6.696  -2.820  0.275  0.376
H  5.521  -1.977  1.145  0.712
H  7.902  -1.150  1.225  0.272
H  7.913  -0.609  -0.480  0.317
H  6.133  0.610  1.364  0.727
H  7.602  1.269  1.132  0.216
H  6.512  1.057  -1.440  0.688
H  0.246  -2.443  -1.051  0.685
C  -0.963  1.617  -0.414  -2.829
H  -1.546  0.939  -0.943  1.410
H  -1.557  2.589  -0.923  0.247
H  1.998  2.755  -0.146  0.682
H  0.442  3.862  -0.575  0.325
H  -0.967  2.586  2.717  0.367
H  -1.331  3.527  1.342  0.631
C  -4.776  -0.119  0.883  -1.048
C  -5.419  -0.086  -0.635  0.566
C  -5.814  0.767  -1.497  -0.148
C  -6.116  -0.022  -2.689  -0.999
C  -6.121  -1.318  -2.264  -0.436
O  -5.535  -1.377  -1.039  -0.315
H  -6.351  -2.362  -2.596  0.360
H  -6.312  0.219  -3.492  0.860
H  -5.506  1.858  -1.299  0.300
H  -5.327  0.895  1.193  0.333
H  -5.266  -0.811  1.532  0.492
H  -1.760  -0.792  0.067  -0.011
H  -3.189  -1.739  0.283  1.261
H  -3.236  -2.074  2.388  0.287
H  -1.692  -1.157  2.634  0.539
H  -0.764  -4.597  2.262  0.213
H  -0.769  -3.171  3.434  0.422
H  -2.152  -4.121  3.353  0.258

***

(2)
# C41H60BN6O8P2Pt

A molecular structure, C41H60BN6O8P2Pt at a distorted geometry (ωB97M-V/def2-TZVPD, the OMol25 dataset).

Its energy relative to the best compared isomer or geometry (same formula, charge and spin) is 86.9 kJ/mol. The calculation puts the HOMO-LUMO gap at 7.47 eV. As for the total charge: +1.

Last column: Mulliken charge in e.
Element x y z (Å)
Pt  1.051  0.205  -0.384  0.762
C  -4.001  -3.129  1.236  -1.152
C  -4.008  -2.318  -0.049  0.419
C  -5.223  -1.398  -0.101  -1.536
O  -2.797  -1.584  -0.254  0.150
P  -1.881  -0.750  0.726  -0.235
O  -1.064  0.163  -0.105  -1.292
C  -0.993  -1.838  1.895  1.034
P  0.054  -0.778  2.971  -0.751
O  0.962  0.092  2.214  -0.448
O  -0.905  0.101  3.844  0.252
C  -1.621  -0.120  5.062  0.645
C  -2.260  -1.496  5.144  -1.004
C  -0.700  0.144  6.245  -1.496
O  0.742  -1.735  4.051  -0.325
C  1.891  -2.584  3.944  0.537
C  1.437  -4.039  3.898  -1.394
C  2.780  -2.244  2.762  -1.082
O  -2.855  0.079  1.689  -0.079
C  -3.040  1.493  1.447  0.835
C  -4.433  1.879  1.921  -1.594
C  -1.971  2.302  2.164  -0.733
H  -4.914  -3.717  1.297  0.583
H  -3.968  -2.452  2.088  0.118
H  -3.150  -3.806  1.257  0.206
H  -4.039  -2.997  -0.912  0.465
H  -5.317  -0.844  0.829  0.140
H  -6.120  -1.996  -0.246  0.531
H  -5.126  -0.699  -0.927  0.339
H  -0.352  -2.496  1.314  -0.873
H  -1.687  -2.418  2.492  1.005
H  -2.411  0.642  5.030  0.455
H  -1.488  -2.263  5.142  0.197
H  -2.943  -1.653  4.313  0.012
H  -2.828  -1.571  6.069  0.524
H  0.051  -0.639  6.306  0.210
H  -1.275  0.170  7.166  0.489
H  -0.202  1.100  6.115  0.347
H  2.435  -2.405  4.881  0.363
H  0.981  -4.273  2.939  0.143
H  0.714  -4.226  4.686  0.394
H  2.288  -4.698  4.045  0.477
H  2.221  -2.378  1.836  -0.217
H  3.647  -2.901  2.766  0.617
H  3.112  -1.212  2.816  0.389
H  -2.948  1.656  0.367  0.042
H  -4.548  1.640  2.975  0.311
H  -5.201  1.362  1.355  0.403
H  -4.567  2.949  1.791  0.401
H  -2.142  2.297  3.237  0.364
H  -1.992  3.326  1.802  0.480
H  -0.990  1.874  1.977  -0.253
C  -0.874  -4.745  -1.013  -1.617
C  -0.177  -3.595  -1.732  1.103
C  -0.913  -3.306  -3.043  -1.920
O  -0.240  -2.397  -0.934  0.363
B  0.918  -1.678  -1.123  0.709
O  1.859  -2.432  -1.755  -0.367
C  1.367  -3.772  -1.932  1.499
C  2.008  -4.629  -0.835  -1.634
C  1.798  -4.292  -3.298  -1.914
H  -1.943  -4.549  -0.975  0.323
H  -0.510  -4.874  0.002  0.177
H  -0.711  -5.669  -1.561  0.453
H  -1.918  -2.965  -2.804  0.322
H  -0.973  -4.198  -3.659  0.374
H  -0.415  -2.512  -3.592  0.329
H  1.712  -4.279  0.153  0.000
H  3.092  -4.549  -0.910  0.502
H  1.725  -5.671  -0.952  0.366
H  1.536  -3.596  -4.087  0.329
H  1.339  -5.255  -3.503  0.360
H  2.879  -4.407  -3.302  0.479
C  5.205  -0.257  -0.070  -1.382
C  3.846  -0.531  -0.149  0.297
N  2.973  0.365  -0.639  0.746
C  3.442  1.510  -1.128  -0.239
C  4.795  1.871  -1.098  0.436
C  5.689  0.955  -0.508  -0.879
C  5.241  3.158  -1.542  -0.971
C  4.708  3.963  -2.501  -0.832
C  3.743  3.655  -3.512  1.249
C  3.309  4.655  -4.412  -0.805
C  2.481  4.269  -5.438  -0.266
N  2.098  3.003  -5.601  -0.573
C  2.524  2.129  -4.710  -0.347
N  3.301  2.396  -3.692  -0.258
H  5.863  -1.000  0.351  0.490
H  3.449  -1.475  0.187  0.537
H  2.726  2.213  -1.527  0.769
H  6.739  1.196  -0.434  0.504
H  6.121  3.530  -1.030  0.423
H  5.136  4.954  -2.597  0.379
H  3.631  5.676  -4.295  0.421
H  2.117  4.972  -6.175  0.431
H  2.221  1.098  -4.832  0.664
C  1.270  4.327  1.382  -1.365
C  1.551  2.993  1.112  -0.453
N  0.909  2.346  0.143  0.519
C  -0.020  2.951  -0.562  0.008
C  -0.404  4.286  -0.362  1.064
C  0.300  4.975  0.651  -0.989
C  -1.468  4.946  -1.052  -0.693
C  -2.220  4.609  -2.144  -0.957
C  -2.135  3.552  -3.096  1.088
C  -3.089  3.473  -4.141  -0.822
C  -2.932  2.480  -5.074  -0.392
N  -1.938  1.590  -5.013  -0.631
C  -1.103  1.702  -4.001  -0.333
N  -1.157  2.627  -3.077  -0.154
H  1.813  4.841  2.159  0.524
H  2.290  2.439  1.671  0.580
H  -0.491  2.374  -1.355  0.105
H  0.071  6.014  0.841  0.469
H  -1.734  5.897  -0.604  0.368
H  -3.015  5.308  -2.377  0.372
H  -3.907  4.172  -4.191  0.429
H  -3.610  2.368  -5.911  0.411
H  -0.303  0.978  -3.917  0.647

***

(3)
# C4H6N2O3

2 unconnected molecules or ions with the total composition C4H6N2O3 at a distorted geometry (ωB97M-V/def2-TZVPD, the OMol25 dataset).

Its energy relative to the best compared isomer or geometry (same formula, charge and spin) is 119.2 kJ/mol. The calculation puts the HOMO-LUMO gap at 10.10 eV. Its SMILES is O=c1cc[nH]c(=O)[nH]1.O.

Last column: Mulliken charge in e.
Element x y z (Å)
C  1.706  0.384  -0.215  0.480
C  1.190  -0.586  0.788  -0.351
C  -0.144  -0.621  1.102  -0.184
C  -0.604  1.476  -0.144  0.521
H  -1.701  -2.285  -1.147  0.275
H  -0.938  -0.887  -0.818  0.392
H  1.286  2.122  -0.777  0.213
H  1.871  -1.427  1.058  0.337
H  -0.786  -1.420  1.630  0.339
H  -1.965  0.241  0.948  0.124
N  0.778  1.368  -0.340  -0.066
N  -1.048  0.381  0.652  -0.190
O  -1.188  -1.584  -1.542  -0.706
O  2.824  0.391  -0.775  -0.617
O  -1.281  2.446  -0.421  -0.568

***

(4)
# C10H13O2

2 unconnected molecules or ions with the total composition C10H13O2 at a distorted geometry (ωB97M-V/def2-TZVPD, the OMol25 dataset).

Its energy relative to the best compared isomer or geometry (same formula, charge and spin) is 191.0 kJ/mol. The calculation puts the HOMO-LUMO gap at 7.32 eV. As for the total charge: -1.

Last column: Mulliken charge in e.
Element x y z (Å)
C  1.132  2.872  0.760  -0.491
C  1.614  1.437  1.084  -0.904
C  -0.108  2.924  -0.273  0.384
O  -0.857  3.907  -0.213  -0.769
O  -0.107  1.917  -0.997  -0.591
H  0.947  3.641  1.522  0.328
H  1.864  3.298  0.123  0.227
H  1.866  0.751  0.337  0.171
H  0.873  1.065  1.808  0.191
H  2.472  1.615  1.658  0.470
C  0.658  -1.951  -2.106  -1.173
C  -1.240  -2.404  1.109  -0.334
C  -0.407  -2.699  0.125  -0.630
C  -1.856  -1.115  1.264  -0.781
C  -0.185  -1.757  -0.931  1.033
C  -1.689  -0.196  0.222  -0.254
C  -1.028  -0.560  -1.004  -0.670
H  -1.651  -3.176  1.708  0.341
H  0.192  -3.631  0.062  0.206
H  -2.374  -0.906  2.159  0.457
H  -2.018  0.881  0.271  0.328
H  1.250  -2.821  -1.723  0.331
H  1.422  -1.125  -1.983  0.254
H  -0.973  0.005  -1.847  0.596
H  0.201  -1.971  -3.133  0.279